Record 1
{
  "formula": "C7H13NOSi",
  "method": "the ωB97M-V functional and the def2-TZVPD basis",
  "de_lowest_kcal_mol": 72.4,
  "lumo_ev": 0.8,
  "species": ["C", "C", "C", "C", "C", "C", "C", "N", "O", "Si", "H", "H", "H", "H", "H", "H", "H", "H", "H", "H", "H", "H", "H"],
  "xyz": [[-1.889, 0.005, -0.094], [-0.434, 1.328, 0.521], [-0.512, -1.823, 0.603], [0.534, -1.058, 1.371], [-3.119, 0.675, -0.732], [1.050, 0.227, -1.716], [2.960, 0.758, 0.699], [-1.647, -1.167, 0.038], [-0.746, 2.445, 0.757], [1.152, 0.360, 0.222], [-0.245, -2.673, -0.126], [-1.071, -2.546, 1.207], [-0.052, -0.623, 2.272], [1.289, -1.721, 1.767], [-4.066, 0.303, -0.424], [-3.138, 0.414, -1.778], [-3.062, 1.839, -0.471], [0.600, 1.195, -2.131], [1.991, 0.065, -2.200], [0.362, -0.492, -2.037], [3.083, 0.663, 1.701], [3.672, 0.187, 0.246], [3.290, 1.637, 0.304]],
  "atomic_forces_ev_per_a": [[1.05, 4.65, 0.56], [-1.80, -0.41, -1.29], [-1.58, -3.31, -0.52], [-0.87, 1.12, 0.03], [1.66, 2.12, 1.14], [-0.48, 2.24, 1.06], [-3.36, -0.30, -1.25], [-0.24, -2.47, -0.76], [-0.24, 0.12, 0.25], [0.98, -0.94, -0.21], [0.67, 1.84, 0.33], [0.36, 0.10, 1.08], [1.17, -0.31, -1.31], [0.26, -0.19, 0.01], [-0.67, -0.46, 1.03], [0.46, 0.57, -0.64], [-0.17, -2.54, -1.02], [0.77, -1.01, 0.70], [0.62, -0.10, -0.13], [-0.99, -1.41, -0.41], [0.45, 0.15, 3.14], [1.52, -2.72, -1.36], [0.45, 3.28, -0.46]]
}


Record 2
{
  "formula": "C7H13NS",
  "method": "the ωB97M-V functional and the def2-TZVPD basis",
  "de_lowest_kcal_mol": 81.1,
  "lumo_ev": 0.9,
  "smiles": "CSC(C)=C=N.C=CC",
  "species": ["C", "S", "C", "C", "C", "N", "H", "H", "H", "H", "H", "H", "H", "C", "C", "C", "H", "H", "H", "H", "H", "H"],
  "xyz": [[0.139, -2.443, 1.495], [-0.953, -0.998, 1.274], [-1.006, -1.066, -0.420], [-2.282, -0.975, -1.155], [0.118, -1.012, -1.116], [1.089, -1.085, -1.834], [-0.006, -3.239, 2.270], [1.232, -2.041, 1.514], [0.053, -3.005, 0.512], [-2.907, -0.021, -0.788], [-2.178, -1.043, -2.285], [-2.844, -1.890, -0.878], [1.751, -0.530, -2.327], [-0.226, 2.671, -0.145], [0.828, 1.846, -0.086], [1.712, 1.867, 1.105], [-0.431, 3.374, 0.652], [-0.886, 2.691, -1.136], [0.973, 1.157, -0.943], [2.066, 0.869, 1.428], [1.181, 2.343, 1.961], [2.577, 2.530, 0.901]],
  "atomic_forces_ev_per_a": [[2.14, -0.91, -1.26], [0.01, -0.70, 2.08], [1.38, 0.79, -2.05], [-2.34, 0.50, -0.24], [0.31, 0.77, -0.84], [-0.54, -1.86, 0.60], [-0.25, 1.34, -0.18], [-1.80, -0.92, 0.25], [0.15, 0.61, 1.22], [1.28, -2.06, -1.12], [0.00, 0.56, 1.40], [-0.23, 0.62, -0.10], [-0.13, 0.89, 0.15], [-0.61, -0.54, -2.71], [-1.40, 0.40, -0.60], [0.58, 0.24, 0.78], [-0.22, 0.00, -0.06], [1.35, 0.05, 2.44], [0.27, 0.68, 0.88], [-0.12, 0.51, -0.23], [0.29, -0.43, -0.53], [-0.12, -0.56, 0.12]]
}


Record 3
{
  "formula": "C7H13NSSi",
  "method": "the ωB97M-V functional and the def2-TZVPD basis",
  "de_lowest_kcal_mol": 15.5,
  "lumo_ev": 0.7,
  "smiles": "Cc1cnc([Si](C)(C)C)s1",
  "species": ["C", "C", "C", "N", "C", "Si", "C", "C", "C", "S", "H", "H", "H", "H", "H", "H", "H", "H", "H", "H", "H", "H", "H"],
  "xyz": [[4.448, 0.165, -0.217], [3.018, -0.186, -0.020], [2.447, -1.401, -0.136], [1.119, -1.462, -0.080], [0.460, -0.399, -0.008], [-1.348, 0.084, 0.111], [-1.413, 1.894, 0.757], [-2.234, -1.356, 1.093], [-1.907, 0.023, -1.756], [1.797, 1.098, 0.102], [4.903, -0.735, -0.240], [4.660, 0.780, -1.228], [4.752, 0.612, 0.705], [3.155, -2.178, -0.280], [-0.951, 2.527, 0.063], [-2.381, 2.297, 0.831], [-1.165, 1.896, 1.832], [-2.285, -2.122, 0.428], [-1.614, -1.565, 1.888], [-3.322, -1.109, 1.172], [-3.028, -0.249, -1.971], [-1.850, 0.921, -2.145], [-1.366, -0.759, -2.332]],
  "atomic_forces_ev_per_a": [[-1.53, 2.70, -1.59], [-1.64, 2.43, -0.90], [1.89, 1.18, 0.23], [-1.69, -1.70, -0.24], [1.69, 2.67, 0.72], [-1.28, -0.56, -0.97], [-0.52, -2.61, 1.30], [-1.35, 4.21, -1.63], [-2.37, -5.22, 2.07], [-0.60, -2.49, -0.10], [2.09, -2.89, -0.51], [-0.46, -1.24, 2.63], [0.72, 1.02, 0.17], [-0.27, -1.39, -0.11], [1.52, 1.02, -0.47], [-1.86, 0.10, -0.34], [0.99, 0.36, -0.63], [0.45, -2.54, -1.97], [0.56, -0.65, 2.29], [0.98, 0.06, 1.01], [1.78, 0.32, 0.94], [0.89, 4.52, -2.26], [0.02, 0.73, 0.38]]
}


Record 4
{
  "formula": "C7H13O",
  "method": "the ωB97M-V functional and the def2-TZVPD basis",
  "de_lowest_kcal_mol": 35.4,
  "charge": -1,
  "lumo_ev": 3.9,
  "species": ["C", "O", "C", "C", "C", "C", "C", "C", "H", "H", "H", "H", "H", "H", "H", "H", "H", "H", "H", "H", "H"],
  "xyz": [[-0.842, 2.351, 1.783], [-2.002, 1.573, 1.653], [0.348, 2.065, 0.920], [0.143, 1.399, -0.488], [-0.414, 0.003, -0.437], [0.969, -3.530, -1.222], [0.018, -2.338, -1.152], [0.429, -1.087, -0.773], [-0.608, 2.321, 2.867], [-1.110, 3.407, 1.590], [1.018, 1.317, 1.339], [0.963, 3.036, 0.808], [1.166, 1.497, -0.856], [-0.496, 1.985, -1.191], [-2.071, 1.207, 0.765], [-1.480, -0.079, -0.505], [1.801, -3.217, -0.529], [1.259, -3.823, -2.217], [0.439, -4.350, -0.691], [-1.047, -2.619, -1.095], [1.515, -1.118, -0.571]],
  "atomic_forces_ev_per_a": [[-0.40, 1.31, 0.80], [-0.57, -0.36, -0.03], [1.32, 0.23, -1.05], [-0.78, 0.79, 0.51], [2.37, 0.18, -0.17], [-0.81, 1.08, 2.25], [-0.32, -0.85, -0.24], [-1.32, -0.67, 0.56], [0.19, -0.05, -0.47], [-0.13, -0.07, 0.02], [0.03, 0.07, 0.55], [-0.86, -1.15, 0.22], [0.01, -0.54, -0.60], [0.34, 0.32, 0.50], [0.40, -0.12, 0.06], [-0.49, -0.37, -0.42], [-0.05, -0.77, -1.05], [0.45, -0.29, -0.30], [0.57, -0.09, -0.49], [0.32, 0.38, -0.31], [-0.26, 0.99, -0.33]]
}


Record 5
{
  "formula": "C7H13O3P",
  "method": "the ωB97M-V functional and the def2-TZVPD basis",
  "de_lowest_kcal_mol": 0.0,
  "lumo_ev": 0.8,
  "smiles": "CO[P@@]1(=O)C[C@@]2(C)O[C@@]2(C)C1",
  "species": ["C", "O", "P", "O", "C", "C", "C", "O", "C", "C", "C", "H", "H", "H", "H", "H", "H", "H", "H", "H", "H", "H", "H", "H"],
  "xyz": [[-0.463, -2.225, -3.134], [-0.575, -2.032, -1.714], [-0.250, -0.625, -0.898], [-0.153, 0.595, -1.749], [-1.499, -0.417, 0.481], [-0.567, 0.605, 1.306], [-1.171, 2.017, 1.235], [0.120, 0.141, 2.408], [0.876, 0.276, 1.196], [1.965, 1.468, 1.199], [1.055, -0.917, 0.365], [-1.401, -2.382, -3.647], [0.171, -3.189, -3.185], [0.090, -1.344, -3.574], [-1.489, -1.283, 1.110], [-2.577, -0.002, 0.389], [-0.248, 2.701, 1.238], [-1.727, 2.268, 2.169], [-1.662, 2.131, 0.320], [1.719, 2.185, 0.447], [2.899, 1.025, 1.175], [1.907, 1.903, 2.179], [2.053, -0.990, -0.164], [0.931, -1.909, 0.847]],
  "atomic_forces_ev_per_a": [[2.70, -0.43, 0.22], [-0.10, 1.40, 1.10], [-2.22, -0.61, -0.34], [0.46, -1.03, 0.43], [0.34, 1.54, 0.70], [-2.41, 0.72, -2.10], [3.63, 0.35, 2.63], [0.26, -0.77, 0.75], [0.61, 3.08, 0.54], [-3.26, -2.01, 1.01], [1.92, -1.88, -2.12], [-0.41, 0.10, 0.29], [-0.97, 1.59, -0.48], [-0.62, -1.07, 0.23], [-0.32, -0.93, 0.03], [2.05, -0.79, -0.37], [-1.55, -0.49, -0.04], [-0.01, -0.28, -0.96], [-1.02, 0.32, -1.11], [0.27, 0.32, -0.65], [2.07, -0.64, -0.73], [-0.27, 0.48, 0.40], [-0.92, 0.33, 0.67], [-0.22, 0.71, -0.08]]
}


Record 6
{
  "formula": "C7H14",
  "method": "the ωB97M-V functional and the def2-TZVPD basis",
  "de_lowest_kcal_mol": 45.5,
  "lumo_ev": 1.1,
  "smiles": "C/C=C1/C[C@H]1C.C",
  "species": ["C", "C", "C", "C", "C", "C", "H", "H", "H", "H", "H", "H", "H", "H", "H", "H", "C", "H", "H", "H", "H"],
  "xyz": [[1.778, -1.476, 0.959], [1.134, -1.191, -0.369], [-0.048, -0.617, -0.498], [-1.150, -0.158, -1.350], [-1.238, -0.087, 0.178], [-2.147, -1.026, 0.941], [2.820, -1.136, 0.980], [1.237, -0.976, 1.769], [1.786, -2.553, 1.170], [1.682, -1.486, -1.264], [-1.038, 0.782, -1.890], [-1.760, -0.899, -1.865], [-1.160, 0.919, 0.595], [-1.798, -1.149, 1.972], [-2.153, -2.016, 0.473], [-3.177, -0.654, 0.971], [1.048, 2.745, -0.554], [1.244, 1.676, -0.440], [1.308, 3.056, -1.569], [1.648, 3.305, 0.167], [-0.013, 2.941, -0.375]],
  "atomic_forces_ev_per_a": [[0.01, 0.01, 0.08], [-0.19, 0.06, -0.05], [0.17, -0.11, 0.06], [-0.03, 0.01, -0.22], [0.04, 0.04, 0.18], [-0.03, -0.05, 0.01], [-0.14, -0.03, -0.02], [0.06, -0.08, -0.12], [0.02, 0.14, -0.04], [-0.09, 0.03, 0.10], [0.01, -0.15, 0.10], [0.09, 0.09, 0.12], [0.01, -0.16, -0.08], [-0.06, 0.01, -0.14], [-0.01, 0.14, 0.05], [0.14, -0.03, -0.01], [0.00, -0.01, 0.01], [-0.03, 0.18, -0.02], [-0.04, -0.03, 0.15], [-0.09, -0.05, -0.11], [0.17, 0.00, -0.03]]
}


E_HOMO for the records above, in order: -0.26693 -0.28149 -0.31928 -0.03134 -0.36162 -0.33673 hartree
E_tot for the records above, in order: -693.8999 -727.3299 -1016.9114 -349.6655 -841.5787 -275.0438 hartree
Orbital gap for the records above, in order: 0.295 0.315 0.347 0.176 0.391 0.376 Ha